#one
Formula: C2H5N3S
Source: OMol25
Level of theory: ωB97M-V/def2-TZVPD

Structure (XYZ):
```
11
C2H5N3S (ωB97M-V/def2-TZVPD)
C 0.48977 -0.58944 -0.06512
C -1.01493 0.01840 0.04263
H 2.50903 -0.30146 -0.22322
H 1.51837 0.53279 1.01602
H -0.17380 -2.34158 -0.01484
H -0.27658 1.95565 -0.64129
H -2.03352 1.87853 0.42590
N 1.56330 0.29769 -0.09869
N 0.78043 -1.88163 -0.15211
N -1.01630 1.26566 -0.21614
S -2.34579 -0.83460 -0.07313
```

---

#two
Formula: C2H5N3S
Source: OMol25
Level of theory: ωB97M-V/def2-TZVPD

Structure (XYZ):
```
11
C2H5N3S (ωB97M-V/def2-TZVPD)
C -0.43900 0.25064 -0.19343
C 0.84466 -0.21290 -0.30945
H -3.46470 -0.97676 -0.04641
H -2.72553 0.69125 1.02883
H -0.47422 1.26131 -0.02851
H 1.17491 -1.36997 -0.13304
H 4.16608 0.70459 -0.07181
N -2.67639 -0.05808 0.14217
N -1.42229 -0.60844 -0.25806
N 1.77177 0.70396 -0.22428
S 3.24472 -0.38561 0.09400
```

---

The least stable of the structures above is #two, whereas #one is the most stable.